Here is 2 unconnected molecules or ions with the total composition CH6NOP from the Open Molecules 2025 dataset. Energies are from the ωB97M-V functional and the def2-TZVPD basis.

The geometry in XYZ format:
```
10
Properties=species:S:1:pos:R:3:forces:R:3
C -1.05125 0.34586 0.76152 -0.814 -1.570 1.198
N 0.66899 0.42200 -1.18362 1.149 2.026 -0.358
O 1.92155 -1.12960 1.54008 -2.437 0.504 -2.288
P 0.20513 -0.69399 -0.07847 1.774 0.606 3.966
H -1.31717 -0.31981 1.67541 0.236 1.734 -1.101
H -0.42269 1.23730 1.01676 -0.847 -0.736 0.184
H -1.99885 0.62774 0.19551 1.489 -0.424 0.521
H 1.40351 1.11694 -0.98012 -0.668 -0.625 0.374
H 0.96730 -0.06088 -1.96927 0.721 -0.734 -2.186
H -0.37652 -1.54557 -0.97780 -0.604 -0.780 -0.309
```
Positions in Å, forces in eV/Å.

Output
- energy relative to the best compared isomer or geometry (same formula, charge and spin) (kcal per mole) = 133.9
- E (eV) = -13955.697
- Kohn-Sham gap (spin up / spin down) (eV) = 8.360 / 8.369
- highest occupied orbital energy (spin up / spin down) (eV) = -8.8 / -8.8
- charge = 0